Record 1
The following is a quantum chemistry calculation of 9 unconnected molecules or ions with the total composition C36H90N4O9 in a non-equilibrium geometry, from the Open Molecules 2025 dataset.

Element x y z (Å)
C -4.04853 0.25618 5.41710
C -3.46925 -0.28077 4.14154
O -3.60367 0.66921 3.13172
H -5.06347 0.64850 5.35312
H -3.46243 1.06774 5.84832
H -4.04398 -0.53849 6.16315
H -4.09733 -1.10769 3.81018
H -2.41139 -0.53964 4.18631
H -3.17508 0.35222 2.33333
C -1.60526 3.27684 -1.97345
C -2.20000 3.71011 -0.62758
O -3.28728 4.64358 -0.79452
H -2.34886 2.69404 -2.51705
H -0.70613 2.66125 -1.94677
H -1.47466 4.10254 -2.67293
H -1.43036 4.01579 0.08117
H -2.67819 2.83366 -0.19024
H -3.60351 4.73445 0.10734
C -2.45689 4.36831 5.52498
C -2.07205 3.24492 4.58133
O -3.17356 3.10779 3.66329
H -3.37164 4.17807 6.08635
H -2.69248 5.27873 4.97386
H -1.59354 4.52237 6.17229
H -1.82683 2.28440 5.03451
H -1.25400 3.53899 3.92375
H -3.35850 2.19160 3.44421
C -0.55408 1.56380 1.90311
C -0.85921 0.59781 0.77942
O -2.20314 0.24686 0.81975
H -0.67215 1.02442 2.84291
H -1.24169 2.40788 1.84996
H 0.41619 2.05456 1.82681
H -0.34516 -0.36315 0.79946
H -0.75933 1.05134 -0.20670
H -2.34455 -0.25041 0.01085
C 2.16730 2.15676 4.45890
C 1.34404 2.87853 5.53466
O 0.69991 1.91575 6.36757
H 2.62061 2.92511 3.83260
H 1.55892 1.48272 3.85587
H 2.95847 1.56358 4.91746
H 0.78052 3.71377 5.11882
H 2.15040 3.32648 6.11536
H 0.19970 2.39199 7.03433
C 2.57061 -2.20802 0.07266
C 1.60439 -3.06829 -0.86817
C 1.57269 -2.34793 -2.23981
C 2.79807 -2.51688 -3.08330
C 3.20875 -3.98521 -3.42395
C 3.19506 -4.77458 -2.04434
N 1.99571 -4.48630 -1.10510
O 1.94434 -5.23910 0.04751
C 3.11571 -6.32592 -2.47827
C 4.57444 -4.56993 -1.41238
C 0.15231 -3.08877 -0.37173
H 3.62436 -2.05509 -0.16042
H 2.69166 -2.69641 1.03957
H 2.15406 -1.20614 0.17672
H 0.77263 -2.73168 -2.87286
H 1.32174 -1.28910 -2.17650
H 3.63828 -2.03695 -2.58150
H 2.69122 -2.04548 -4.06027
H 4.17540 -3.99540 -3.92753
H 2.50691 -4.51726 -4.06616
H 3.63038 -6.95689 -1.75364
H 2.06813 -6.58920 -2.62445
H 3.64013 -6.54628 -3.40806
H 4.77526 -3.58067 -1.00111
H 4.74095 -5.17881 -0.52376
H 5.39908 -4.68536 -2.11576
H 0.06466 -3.49101 0.63754
H -0.47564 -3.75822 -0.95961
H -0.24872 -2.07536 -0.38863
H 2.63481 -4.87160 0.60410
C 2.78690 1.45668 -0.53547
C 3.35780 2.85441 -0.92517
C 4.65241 3.23185 -0.21873
C 5.91019 2.64322 -0.77599
C 6.07863 3.11110 -2.26832
C 4.80210 2.64022 -3.04252
N 3.51372 3.03061 -2.40868
O 2.40027 2.80676 -3.17208
C 4.90929 3.55941 -4.34318
C 4.98354 1.15673 -3.46039
C 2.29919 3.98246 -0.53802
H 3.42512 0.64939 -0.89471
H 1.81663 1.20452 -0.96337
H 2.71467 1.37040 0.54870
H 4.76318 4.30885 -0.09267
H 4.53485 2.81201 0.78028
H 5.87344 1.55780 -0.68325
H 6.71683 2.96134 -0.11551
H 6.99238 2.73473 -2.72822
H 6.13648 4.19198 -2.39667
H 4.79014 4.63154 -4.18688
H 5.88528 3.47677 -4.82141
H 4.23710 3.24326 -5.14087
H 4.15536 0.83364 -4.09113
H 5.85791 1.12637 -4.11051
H 4.94031 0.43885 -2.64132
H 2.09215 4.13755 0.52084
H 1.31529 3.89131 -0.99819
H 2.71796 4.90087 -0.94943
H 2.19127 3.70702 -3.43179
C -2.54439 -1.74485 -3.81923
C -2.47299 -0.63220 -2.72157
C -3.80136 0.19403 -2.65658
O -4.14456 0.68555 -4.04678
C -5.28442 1.53419 -4.05022
N -2.29432 -1.25741 -1.43834
H -3.16341 -2.57528 -3.47967
H -1.58773 -2.26452 -3.87254
H -2.84854 -1.43966 -4.82046
H -1.59446 -0.05356 -3.00697
H -3.78069 1.05216 -1.98481
H -4.62097 -0.48136 -2.41125
H -5.02575 2.44622 -3.51226
H -6.23344 1.13463 -3.69272
H -5.32965 1.66564 -5.13132
H -1.59071 -1.97765 -1.51773
H -3.15397 -1.66947 -1.10473
C -5.99587 -4.20407 0.96089
C -5.06481 -2.99792 0.90459
C -3.80622 -3.25778 1.65409
O -4.17237 -3.65740 2.97396
C -3.01408 -3.84364 3.84258
N -4.64843 -2.80300 -0.47859
H -6.76280 -4.03125 0.20587
H -6.46963 -4.42375 1.91765
H -5.45700 -5.07065 0.57781
H -5.53783 -2.15597 1.41004
H -3.20050 -2.35869 1.54076
H -3.20315 -4.06655 1.24143
H -2.15980 -3.17075 3.76825
H -2.68101 -4.88116 3.81585
H -3.36651 -3.83822 4.87402
H -4.29397 -3.63669 -0.92514
H -5.48986 -2.55476 -0.97907

Summary:
**Total energy**: -2321.5526 a.u.
**Gap between HOMO and LUMO**: 8.71 eV
**Structure (SMILES)**: CC1(C)CCCC(C)(C)N1O.CC1(C)CCCC(C)(C)N1O.COC[C@H](C)N.COC[C@H](C)N.CCO.CCO.CCO.CCO.CCO
**HOMO**: -8.23 eV

Löwdin population analysis, charges in e, atoms 1 to 5: number 1, C, carries -0.063; number 2, C, carries -0.303; number 3, O, carries -0.096; number 4, H, carries 0.089; number 5, H, carries 0.061


Record 2
The following is a quantum chemistry calculation of a molecular structure, C36H90N6Na3O16P in a non-equilibrium geometry, from the Open Molecules 2025 dataset.

Element x y z (Å)
Na -0.79172 -1.77704 -3.53940
Na 2.67649 -2.34582 -1.56504
Na -0.61994 -0.31446 1.39171
P 0.35522 -1.34548 -1.10374
O 0.35208 -2.76676 -1.74405
O 1.07158 -0.59941 -2.26507
O 1.17926 -1.46226 0.22438
O -1.10198 -0.93056 -0.87452
C -4.17118 6.16905 1.33484
O -3.52149 4.96937 0.85548
C -2.73596 5.25941 -0.31917
C -2.10415 3.93211 -0.76091
N -0.95312 3.63959 0.01371
C -0.26502 2.46492 -0.52113
C 1.01847 2.11931 0.21585
O 0.75939 1.81051 1.59761
C 1.99223 1.36578 2.18580
H -4.59769 6.80005 0.55508
H -3.40035 6.73358 1.85946
H -4.94377 5.89532 2.05337
H -1.98877 6.03628 -0.15710
H -3.39120 5.70998 -1.06465
H -1.91167 3.99831 -1.83173
H -2.88428 3.18006 -0.64304
H -1.24505 3.55257 0.97668
H -0.16341 2.56613 -1.60165
H -0.95419 1.62938 -0.39851
H 1.68690 2.97652 0.13516
H 1.57529 1.29907 -0.23719
H 1.80792 1.16179 3.24056
H 2.78342 2.10273 2.04792
H 2.31668 0.46917 1.65766
C -7.11157 -2.99325 -3.72790
O -6.34087 -2.28523 -2.76424
C -5.07684 -1.99110 -3.24255
C -4.34715 -1.24407 -2.07721
N -3.00837 -0.82101 -2.57015
C -3.07199 0.44606 -3.26228
C -1.71168 0.91697 -3.82122
O -1.14026 0.18338 -4.89949
C 0.09253 0.74118 -5.39384
H -6.74486 -3.95292 -4.09213
H -7.26126 -2.47924 -4.67736
H -8.12595 -3.01156 -3.32940
H -5.17354 -1.33638 -4.10864
H -4.58233 -2.91844 -3.53168
H -4.11373 -1.90975 -1.24626
H -4.90731 -0.38505 -1.70788
H -2.31979 -0.83501 -1.83139
H -3.43237 1.21935 -2.58387
H -3.79768 0.34315 -4.06905
H -1.04373 1.22276 -3.01596
H -1.97611 1.90646 -4.19417
H 0.39607 0.32894 -6.35614
H 0.81844 0.68792 -4.58246
H -0.09701 1.79221 -5.61182
C 5.65984 1.02869 0.60645
O 5.28872 -0.11521 1.37494
C 4.51072 -1.00699 0.59925
C 3.97196 -2.06744 1.60403
N 3.06544 -3.01201 0.92632
C 2.77042 -4.20439 1.73711
C 1.82530 -5.15947 0.99728
O 1.44204 -6.22617 1.89625
C 0.19278 -6.89334 1.61101
H 4.79838 1.49728 0.13066
H 6.26517 0.77494 -0.26377
H 6.25363 1.75554 1.16072
H 5.01794 -1.42565 -0.26998
H 3.62922 -0.49714 0.21055
H 3.41469 -1.54916 2.38438
H 4.75404 -2.56567 2.17693
H 2.20264 -2.48726 0.94350
H 2.27405 -3.91705 2.66403
H 3.62141 -4.82575 2.01609
H 2.22390 -5.55828 0.06446
H 0.91624 -4.64966 0.67818
H -0.68491 -6.26468 1.76109
H 0.02136 -7.77058 2.23484
H 0.23441 -7.17521 0.55890
C -1.05226 -1.83473 7.05433
O -1.02732 -0.75376 6.14278
C 0.17305 -0.60507 5.37053
C 0.32299 -1.67544 4.30496
N -0.93495 -1.86893 3.53260
C -0.79879 -3.07013 2.68365
C -1.91105 -3.25939 1.62899
O -3.24349 -3.51083 2.13294
C -4.24305 -3.35265 1.14824
H -1.09005 -2.73858 6.44628
H -1.94276 -1.87266 7.68176
H -0.15760 -1.76418 7.67295
H 1.06478 -0.69501 5.99088
H 0.07352 0.37819 4.91075
H 0.71432 -2.59085 4.74880
H 1.10671 -1.37077 3.61138
H -1.68272 -2.06007 4.18407
H -0.68590 -3.93955 3.33132
H 0.10113 -2.91825 2.08770
H -1.64085 -4.09412 0.98222
H -1.97157 -2.40104 0.95990
H -4.36260 -2.31501 0.83661
H -5.21624 -3.72151 1.47221
H -3.95872 -3.79686 0.19434
C 6.82381 2.98704 -4.24230
O 5.48824 2.72195 -4.16133
C 5.20958 1.30153 -4.00936
C 3.70616 0.99956 -3.72888
N 3.37615 -0.43484 -3.57470
C 3.44330 -1.12580 -4.86695
C 2.60698 -2.43433 -4.84791
O 3.11220 -3.51176 -4.07613
C 2.26677 -4.60777 -4.10784
H 7.30154 2.58541 -5.13593
H 7.36984 2.59383 -3.38479
H 7.01411 4.05962 -4.20418
H 5.85327 0.96399 -3.19706
H 5.56045 0.72470 -4.86509
H 3.16296 1.47854 -4.54350
H 3.31607 1.46157 -2.82197
H 2.49375 -0.51171 -3.08934
H 4.45897 -1.41995 -5.13153
H 3.11606 -0.58274 -5.75355
H 2.76541 -2.83967 -5.84725
H 1.55337 -2.18373 -4.72460
H 2.61862 -5.43351 -3.48942
H 2.14605 -4.91095 -5.14784
H 1.30092 -4.29876 -3.70816
C -3.56114 0.73670 1.13374
O -2.53060 1.30669 1.90916
C -3.09575 2.30570 2.72883
C -2.06876 2.65840 3.87361
N -0.86428 3.40172 3.36241
C 0.01569 3.92215 4.45061
C 1.08546 4.77385 3.77190
O 0.79247 6.11057 3.59064
C -0.03241 6.36996 2.44275
H -3.90304 -0.13043 1.69881
H -3.23901 0.31277 0.18264
H -4.43906 1.35081 0.93319
H -4.01700 1.98802 3.21716
H -3.44483 3.16145 2.15097
H -1.88957 1.70616 4.37284
H -2.52802 3.42693 4.49534
H -0.28369 3.00184 2.63916
H 0.59353 3.13111 4.92858
H -0.49293 4.46526 5.24712
H 1.51220 4.40118 2.84071
H 1.96387 4.89484 4.40583
H -0.93666 5.76145 2.43029
H 0.50323 6.14755 1.51986
H -0.26289 7.43440 2.39882

Summary:
**Total energy**: -3786.2794 a.u.
**Gap between HOMO and LUMO**: 7.70 eV
**HOMO**: -7.65 eV

Löwdin population analysis, charges in e, atoms 1 to 5: number 1, Na, carries 0.453; number 2, Na, carries 0.376; number 3, Na, carries 0.300; number 4, P, carries 0.030; number 5, O, carries -0.410


Record 3
The following is a quantum chemistry calculation of 9 unconnected molecules or ions with the total composition C36H90O18 in a non-equilibrium geometry, from the Open Molecules 2025 dataset.

Element x y z (Å)
C -2.55318 2.23162 -10.53038
O -1.62467 1.18096 -10.67582
C -1.35696 0.45030 -9.52017
C -0.60132 1.15016 -8.42184
O -1.35261 2.17577 -7.82391
C -0.53435 3.02964 -7.06765
H -2.58496 2.69252 -11.51678
H -2.21228 2.97117 -9.81265
H -3.53716 1.84110 -10.25982
H -0.81895 -0.45318 -9.81161
H -2.28262 0.04775 -9.06103
H 0.36267 1.49933 -8.82542
H -0.33221 0.39493 -7.66270
H 0.18672 2.45173 -6.47485
H -1.13311 3.60448 -6.36659
H 0.02282 3.72030 -7.71147
C -1.55570 0.46500 -4.56336
O -0.18563 0.46026 -4.19936
C 0.10576 0.45989 -2.81766
C -0.12304 -0.88735 -2.21087
O 0.51299 -0.79934 -0.94114
C 0.09763 -1.69487 0.07276
H -1.99199 -0.47639 -4.21846
H -1.48718 0.45688 -5.64772
H -2.06699 1.34934 -4.17761
H -0.46765 1.20764 -2.24563
H 1.14596 0.76928 -2.71556
H 0.36237 -1.64784 -2.84233
H -1.17163 -1.19722 -2.11808
H 0.60199 -2.65942 -0.07104
H -0.99364 -1.77178 0.07896
H 0.47922 -1.28323 1.00667
C -2.61028 0.72186 3.12910
O -3.14565 0.05354 4.22512
C -2.39968 -1.04259 4.63026
C -2.89487 -1.58766 5.93152
O -4.25528 -1.95619 5.90046
C -4.42871 -3.28194 5.46129
H -1.66666 1.22231 3.35780
H -3.37867 1.40108 2.76485
H -2.45544 0.00134 2.31033
H -1.32504 -0.81001 4.78666
H -2.34409 -1.83849 3.86483
H -2.78568 -0.82650 6.70954
H -2.27951 -2.43650 6.25476
H -4.25644 -3.96311 6.30247
H -3.80178 -3.52381 4.59646
H -5.45856 -3.41869 5.12800
C -4.69648 0.58182 -0.09012
O -4.54047 -0.76548 0.30312
C -5.74212 -1.50597 0.10210
C -5.71302 -2.78384 0.90850
O -6.78832 -2.77296 1.83840
C -6.96130 -3.98761 2.52648
H -5.42561 1.03860 0.58869
H -5.01466 0.64403 -1.13503
H -3.76923 1.14839 -0.01258
H -5.83675 -1.75116 -0.97182
H -6.63580 -0.90134 0.30047
H -4.75197 -2.88096 1.42841
H -5.87072 -3.66497 0.27331
H -6.54090 -3.91772 3.53455
H -6.44062 -4.82400 2.03876
H -8.02288 -4.22669 2.55186
C 0.46090 -3.38476 5.58934
O -0.28599 -3.75805 4.46329
C 0.33038 -3.50969 3.20501
C 0.50167 -4.83302 2.48667
O 1.80205 -5.33799 2.82300
C 1.94392 -6.68919 2.44406
H -0.02724 -3.79183 6.47146
H 0.48933 -2.28848 5.70013
H 1.50332 -3.72020 5.54602
H 1.25485 -2.94885 3.34154
H -0.39346 -2.92187 2.62218
H 0.38964 -4.76054 1.39998
H -0.21871 -5.52613 2.93104
H 2.77711 -7.08539 3.02338
H 2.21710 -6.75451 1.38347
H 1.04323 -7.27822 2.62955
C 3.64729 -2.01022 0.55360
O 4.65904 -2.34070 1.46790
C 4.25769 -3.34666 2.38301
C 5.44882 -3.85715 3.13704
O 6.35353 -4.46384 2.23884
C 7.51201 -4.87809 2.88149
H 3.18791 -2.81325 -0.03259
H 4.10129 -1.38500 -0.22700
H 2.91404 -1.32920 1.00438
H 3.82193 -4.21375 1.87026
H 3.50426 -2.94987 3.07751
H 5.16240 -4.55026 3.94177
H 6.01972 -3.04309 3.61729
H 7.30572 -5.73368 3.54328
H 7.89178 -4.10001 3.56856
H 8.27877 -5.08664 2.14523
C 4.29053 2.52444 -2.53732
O 3.19386 1.83394 -1.94720
C 3.03796 2.06104 -0.56273
C 2.67694 3.48405 -0.17561
O 1.54343 3.97017 -0.86045
C 0.37104 3.80072 -0.11561
H 4.30352 3.57173 -2.26053
H 4.12318 2.38598 -3.60697
H 5.20074 1.95012 -2.33619
H 3.98779 1.82060 -0.04631
H 2.30910 1.31388 -0.23592
H 3.53283 4.13488 -0.36448
H 2.52209 3.45139 0.91209
H -0.42654 4.33464 -0.63421
H 0.43934 4.20611 0.89736
H 0.06066 2.74548 -0.09002
C 5.64194 0.29085 3.39322
O 5.43328 0.94808 4.62870
C 4.34710 1.83582 4.62923
C 3.08085 1.23688 5.20677
O 2.60359 0.09344 4.55692
C 2.09610 0.33568 3.27769
H 5.81301 1.05447 2.61657
H 4.84209 -0.38547 3.09876
H 6.59515 -0.23522 3.43807
H 4.19264 2.32347 3.65577
H 4.62530 2.64684 5.31752
H 2.28753 1.98823 5.35501
H 3.30007 0.93072 6.23511
H 2.02528 -0.63946 2.79323
H 2.64967 1.02303 2.63361
H 1.05571 0.68186 3.36788
C -0.18314 4.02559 -3.47496
O -0.54813 5.36850 -3.68252
C -1.92591 5.53085 -3.93538
C -2.35326 6.96557 -3.74587
O -2.14623 7.36516 -2.44395
C -3.06974 8.34242 -1.98779
H -0.21219 3.46044 -4.40628
H -0.75886 3.50923 -2.69268
H 0.80271 4.03446 -3.01628
H -2.57353 4.89017 -3.31225
H -2.17349 5.20623 -4.96446
H -3.42247 6.96943 -4.03463
H -1.89345 7.59958 -4.51975
H -2.63068 8.75950 -1.08629
H -4.05451 7.89418 -1.84274
H -3.14030 9.16632 -2.71025

Summary:
**Total energy**: -2779.5078 a.u.
**Gap between HOMO and LUMO**: 9.93 eV
**Structure (SMILES)**: COCCOC.COCCOC.COCCOC.COCCOC.COCCOC.COCCOC.COCCOC.COCCOC.COCCOC
**HOMO**: -9.47 eV

Löwdin population analysis, charges in e, atoms 1 to 5: number 1, C, carries -0.098; number 2, O, carries -0.169; number 3, C, carries -0.230; number 4, C, carries -0.232; number 5, O, carries -0.198